The following is a DFT calculation (ωB97M-V/def2-TZVPD) of C43H59BClDyFN7O2PS3 as an isolated structure in a non-equilibrium geometry.

Atoms and positions in Å:
Dy: 0.051 0.185 -0.182
C: 4.889 -3.549 4.640
C: 4.316 -3.046 3.309
C: 3.664 -4.239 2.614
C: 5.426 -2.467 2.431
N: 3.340 -1.936 3.596
C: 3.534 -1.065 4.671
C: 2.607 -0.102 4.583
N: 1.837 -0.364 3.462
B: 0.724 0.546 2.936
N: 1.108 2.029 2.992
C: 0.678 2.963 3.918
C: 1.003 4.179 3.448
N: 1.616 3.998 2.209
C: 1.679 2.668 1.948
S: 2.365 1.853 0.604
C: 2.022 5.116 1.289
C: 3.528 5.052 1.037
C: 1.699 6.448 1.957
C: 1.217 5.009 -0.006
N: -0.609 0.314 3.673
C: -0.820 -0.359 4.865
C: -2.148 -0.474 5.035
N: -2.764 0.115 3.931
C: -1.801 0.602 3.101
S: -1.976 1.450 1.624
C: -4.251 0.168 3.719
C: -4.608 -0.566 2.425
C: -4.707 1.626 3.688
C: -4.947 -0.544 4.874
C: 2.308 -1.470 2.839
S: 1.695 -2.087 1.363
H: 5.453 -4.461 4.451
H: 4.092 -3.782 5.350
H: 5.577 -2.839 5.100
H: 4.394 -5.051 2.605
H: 3.379 -4.017 1.589
H: 2.775 -4.577 3.153
H: 6.169 -3.238 2.212
H: 5.926 -1.636 2.932
H: 5.009 -2.107 1.487
H: 4.309 -1.199 5.400
H: 2.438 0.758 5.212
H: 0.548 0.264 1.805
H: 0.163 2.687 4.825
H: 0.838 5.145 3.886
H: 4.077 5.158 1.976
H: 3.814 5.873 0.376
H: 3.813 4.113 0.567
H: 2.258 6.587 2.885
H: 0.630 6.556 2.156
H: 1.991 7.244 1.272
H: 1.410 4.073 -0.527
H: 1.486 5.840 -0.662
H: 0.146 5.067 0.207
H: -0.011 -0.698 5.492
H: -2.693 -0.919 5.848
H: -4.127 -0.111 1.559
H: -5.690 -0.524 2.280
H: -4.325 -1.624 2.497
H: -4.225 2.172 2.878
H: -4.472 2.117 4.636
H: -5.789 1.664 3.539
H: -4.634 -1.586 4.959
H: -6.019 -0.532 4.678
H: -4.781 -0.037 5.828
Cl: -2.276 -0.237 -1.518
C: -2.375 -1.401 -2.827
C: -3.332 -1.177 -3.801
C: -3.447 -2.085 -4.841
C: -2.611 -3.192 -4.894
C: -1.658 -3.394 -3.906
C: -1.522 -2.498 -2.847
P: -0.325 -2.734 -1.469
C: 0.948 -3.739 -2.335
C: 1.719 -3.072 -3.293
C: 2.695 -3.742 -4.016
C: 2.927 -5.092 -3.784
C: 2.157 -5.768 -2.850
C: 1.168 -5.100 -2.135
C: -1.247 -3.967 -0.460
C: -2.631 -4.095 -0.558
C: -3.333 -4.901 0.331
C: -2.662 -5.597 1.327
C: -1.281 -5.486 1.426
C: -0.580 -4.673 0.544
H: -3.971 -0.302 -3.745
H: -4.188 -1.920 -5.613
H: -2.702 -3.903 -5.706
H: -1.008 -4.258 -3.954
H: 1.518 -2.029 -3.503
H: 3.270 -3.214 -4.769
H: 3.694 -5.618 -4.340
H: 2.313 -6.827 -2.683
H: 0.559 -5.655 -1.435
H: -3.176 -3.568 -1.331
H: -4.411 -4.989 0.237
H: -3.210 -6.231 2.014
H: -0.744 -6.032 2.192
H: 0.494 -4.569 0.659
O: -1.289 -1.554 1.276
H: -2.163 -1.781 1.605
H: -0.634 -2.149 1.676
C: 4.502 0.612 -3.601
N: 3.137 0.475 -3.082
C: 2.046 1.175 -3.778
C: 2.844 -0.233 -2.000
C: 3.923 -0.855 -1.173
O: 1.642 -0.364 -1.660
H: 4.449 1.095 -4.572
H: 4.975 -0.358 -3.738
H: 5.120 1.224 -2.944
H: 2.462 2.030 -4.304
H: 1.308 1.523 -3.062
H: 1.556 0.518 -4.500
H: 4.881 -0.931 -1.682
H: 3.583 -1.836 -0.850
H: 4.038 -0.239 -0.276
F: -0.228 1.809 -1.270

Forces on the atoms, in the same order (eV/Å):
0.890 -0.805 1.072
-0.039 0.114 0.007
-0.028 0.049 -0.059
-0.121 -0.061 -0.006
-0.035 0.010 -0.037
0.248 -0.113 0.145
0.047 -0.258 -0.157
-0.210 0.080 -0.140
0.026 0.184 0.033
-0.075 0.127 0.178
-0.192 -0.027 0.143
0.040 -0.207 -0.066
0.068 0.085 -0.200
0.044 0.222 -0.020
-0.034 0.154 0.247
-0.039 -0.070 -0.009
0.022 -0.050 0.028
-0.002 -0.060 0.037
-0.023 0.032 0.086
-0.043 -0.044 -0.024
0.141 -0.178 0.066
0.121 0.120 -0.195
-0.157 0.032 -0.111
-0.221 -0.050 0.124
0.029 -0.047 0.252
0.006 0.225 -0.092
0.044 0.012 -0.025
0.052 -0.029 -0.035
0.034 0.033 -0.026
0.044 -0.002 0.096
0.091 0.128 0.283
0.128 -0.008 -0.051
0.002 0.019 -0.006
0.044 -0.009 -0.045
-0.025 0.020 0.002
-0.055 0.023 0.012
0.029 -0.021 0.081
0.068 0.021 -0.028
-0.047 0.044 0.016
-0.007 -0.015 -0.011
0.017 -0.029 0.048
-0.022 -0.056 -0.046
-0.002 -0.097 -0.096
0.140 -0.084 0.532
0.055 0.004 -0.119
0.036 -0.064 -0.087
-0.029 -0.007 -0.059
-0.019 -0.040 0.042
-0.002 0.023 0.003
-0.036 0.002 -0.049
0.053 0.006 -0.018
-0.008 -0.023 0.024
-0.014 0.020 0.013
-0.018 -0.040 0.051
0.062 0.004 -0.011
-0.064 0.035 -0.101
0.001 0.054 -0.113
-0.013 -0.032 0.037
0.062 -0.009 0.003
-0.013 0.080 -0.004
-0.031 -0.002 0.027
-0.013 -0.031 -0.058
0.081 -0.017 0.023
-0.043 0.027 -0.002
0.027 0.005 0.009
0.000 -0.034 -0.045
-1.184 -0.098 -0.442
0.151 -0.153 -0.114
-0.061 0.142 0.040
-0.003 -0.021 -0.035
0.027 -0.037 -0.005
-0.035 -0.016 -0.079
0.059 0.165 0.164
-0.217 -0.624 -0.255
0.042 0.073 -0.067
-0.031 -0.046 -0.035
-0.025 0.029 0.033
-0.004 -0.013 0.015
-0.009 0.013 0.010
0.022 0.029 -0.005
0.040 0.076 -0.009
-0.032 -0.043 -0.015
-0.029 -0.004 -0.003
-0.014 -0.012 -0.016
0.053 0.028 -0.057
-0.016 0.019 0.112
0.053 -0.078 -0.003
0.027 -0.013 0.032
0.012 0.038 0.042
-0.020 0.016 0.010
0.039 0.032 0.018
-0.032 -0.009 0.042
-0.042 0.025 0.018
-0.009 0.048 0.003
0.017 -0.001 0.002
0.006 -0.006 0.033
0.089 0.010 0.004
0.036 0.045 -0.040
-0.022 0.030 -0.027
-0.037 -0.005 0.005
0.163 0.157 -0.102
-0.119 0.046 -0.070
0.067 -0.083 0.005
-0.120 0.042 0.032
0.002 0.106 -0.177
0.135 -0.047 0.009
-0.038 0.101 -0.076
0.064 -0.011 -0.035
0.368 -0.043 -0.096
-0.020 0.011 -0.007
-0.024 -0.036 0.004
-0.028 0.004 0.020
0.028 -0.022 0.002
-0.013 0.008 0.067
0.035 -0.012 0.012
-0.053 0.012 0.033
-0.011 -0.021 0.017
-0.011 -0.034 -0.022
-0.341 0.809 -0.556

Properties
Multiplicity: 6
Net charge: +1
<S²>: 9.34
Frontier orbital gap (spin up / spin down) (eV): 8.39 / 8.37
Highest occupied orbital energy (spin up / spin down) (eV): -9.7 / -9.7

***

The following is a DFT calculation (ωB97M-V/def2-TZVPD) of one molecule with the formula C12H16N2O3 in a non-equilibrium geometry.

Atoms and positions in Å:
C: 4.331 1.029 0.346
C: 3.511 -0.085 -0.301
N: 2.098 0.041 0.099
C: 1.249 0.963 -0.459
O: 1.667 1.792 -1.312
C: -0.104 1.036 0.056
N: -0.620 2.334 0.321
C: -1.096 0.175 -0.733
C: -2.436 -0.265 -0.213
C: -2.891 -1.415 -0.677
C: -4.232 -1.967 -0.541
C: -5.131 -1.162 0.153
C: -4.683 0.040 0.750
C: -3.406 0.525 0.624
C: 4.063 -1.352 0.199
O: 3.752 -1.722 1.356
O: 4.813 -2.122 -0.620
H: 4.051 1.919 -0.152
H: 4.066 1.122 1.377
H: 5.400 0.833 0.458
H: 3.491 0.077 -1.357
H: 1.800 -0.537 0.874
H: -0.003 0.538 1.060
H: -0.536 2.754 1.245
H: -1.134 2.856 -0.376
H: -0.464 -0.639 -0.908
H: -1.257 0.744 -1.624
H: -2.213 -1.987 -1.433
H: -4.476 -2.934 -0.973
H: -6.133 -1.567 0.342
H: -5.439 0.510 1.341
H: -3.025 1.347 1.181
H: 4.984 -2.881 -0.104

Forces on the atoms, in the same order (eV/Å):
0.346 -0.504 0.616
-0.730 1.343 0.211
-0.262 -0.317 -0.070
3.699 2.239 -2.599
-0.730 -2.021 1.477
-2.781 -0.732 3.369
-0.213 1.026 0.506
0.532 1.491 0.833
-1.347 3.240 2.483
-0.964 -4.572 -3.336
1.155 2.145 0.757
0.721 -1.475 -0.341
-0.210 -0.525 -0.217
1.731 -2.222 -1.544
-1.457 -2.391 2.719
1.187 0.625 -2.908
-0.874 2.457 -0.392
0.300 1.086 -0.476
-0.699 0.003 0.759
0.084 0.104 -0.941
0.474 -0.383 -0.805
0.052 0.161 -0.075
-0.366 0.297 -0.463
0.070 -0.305 -0.817
0.390 -0.283 0.191
0.273 -1.903 -1.033
-0.100 0.086 -1.032
-1.070 0.854 1.598
-0.012 0.260 0.090
0.282 0.559 -0.092
-0.033 0.694 0.444
-0.071 0.743 0.102
0.624 -1.780 0.987

Properties
Multiplicity: 1
SMILES: C[C@H](NC(=O)[C@@H](N)Cc1ccccc1)C(=O)O
Frontier orbital gap (eV): 9.45
ΔE to the lowest compared entry with this formula, charge and spin (kJ/mol): 189.61
Highest occupied orbital energy (eV): -8.9

***

The following is a DFT calculation (ωB97M-V/def2-TZVPD) of a 3-piece molecular cluster, C4H13NO2 overall in a non-equilibrium geometry.

Atoms and positions in Å:
C: 1.834 1.506 1.010
C: 1.899 -0.046 0.759
C: 0.555 -0.445 0.219
C: 0.420 -1.019 -0.993
N: -0.726 -1.573 -1.559
H: 1.054 1.581 1.772
H: 2.752 1.936 1.407
H: 1.461 2.050 0.147
H: 1.928 -0.482 1.760
H: 2.766 -0.437 0.234
H: -0.315 -0.243 0.828
H: 1.319 -1.091 -1.596
H: -0.519 -2.386 -2.100
H: -1.453 -1.767 -0.891
O: -1.425 1.408 -1.130
H: -1.958 0.692 -1.477
H: -0.643 0.894 -0.895
O: -2.653 -0.366 0.830
H: -3.431 -0.655 1.307
H: -2.865 0.441 0.367

Forces on the atoms, in the same order (eV/Å):
-0.104 -1.148 0.299
-0.941 1.345 0.864
0.400 -0.731 -1.308
0.696 -0.114 1.105
-0.235 0.469 0.015
0.107 0.417 0.046
0.038 0.024 -0.119
0.286 0.055 -0.221
0.334 -0.145 0.061
-0.096 0.201 -0.455
-0.022 -0.242 0.252
-0.098 -0.199 -0.138
0.008 -0.292 -0.390
-0.128 0.041 0.206
-0.383 0.136 0.053
-0.357 -0.075 -0.543
0.508 0.286 0.190
0.285 -0.697 0.140
-0.220 0.101 0.033
-0.076 0.567 -0.090

Properties
Multiplicity: 1
SMILES: CC/C=C/N.O.O
Frontier orbital gap (eV): 8.85
ΔE to the lowest compared entry with this formula, charge and spin (kJ/mol): 80.48
Highest occupied orbital energy (eV): -8.2

***

The following is a DFT calculation (ωB97M-V/def2-TZVPD) of a 2-piece molecular cluster, C2H3Br2NO2 overall in a non-equilibrium geometry.

Atoms and positions in Å:
C: -0.288 0.964 0.716
C: 0.682 0.101 0.390
Br: 1.020 -1.413 1.441
N: 1.293 0.027 -0.902
O: 0.903 0.784 -1.793
O: 2.190 -0.795 -1.106
H: -0.482 1.687 0.041
H: -0.991 0.586 1.437
Br: -2.568 -1.512 0.167
H: -1.760 -0.428 -0.390

Forces on the atoms, in the same order (eV/Å):
1.397 -3.439 0.533
-1.342 -0.591 1.481
0.133 0.070 0.162
2.266 0.127 -2.894
-0.293 -0.216 1.211
-1.166 0.807 0.797
-0.856 2.638 -1.864
0.158 0.825 0.756
0.337 0.620 -0.428
-0.634 -0.840 0.246

Properties
Multiplicity: 1
SMILES: C=C(Br)[N+](=O)[O-].Br
Frontier orbital gap (eV): 9.03
ΔE to the lowest compared entry with this formula, charge and spin (kJ/mol): 165.94
Highest occupied orbital energy (eV): -10.5

***

The following is a DFT calculation (ωB97M-V/def2-TZVPD) of C31H76CuN5O13Sr as an isolated structure in a non-equilibrium geometry.

Atoms and positions in Å:
Cu: -3.261 0.023 1.706
Sr: 0.206 0.775 3.831
O: 0.134 0.734 -0.231
C: -0.983 0.542 0.525
O: -0.978 1.022 1.712
O: -1.964 -0.061 0.068
H: -0.033 0.015 -0.883
C: 7.514 -4.752 0.538
O: 6.377 -4.093 0.953
C: 5.656 -3.611 -0.124
C: 4.380 -2.913 0.266
N: 3.741 -2.314 -0.892
C: 4.245 -0.934 -1.070
C: 3.397 -0.184 -2.070
O: 3.915 -0.415 -3.368
C: 3.087 0.065 -4.336
H: 8.342 -4.071 0.305
H: 7.302 -5.343 -0.366
H: 7.872 -5.445 1.296
H: 5.381 -4.473 -0.762
H: 6.273 -2.990 -0.796
H: 4.605 -2.139 1.008
H: 3.789 -3.643 0.828
H: 3.960 -2.834 -1.737
H: 5.284 -0.949 -1.425
H: 4.206 -0.362 -0.140
H: 3.405 0.913 -1.923
H: 2.342 -0.495 -1.992
H: 2.878 1.142 -4.217
H: 2.090 -0.417 -4.337
H: 3.490 -0.105 -5.330
C: -1.409 -6.079 -3.044
O: -0.868 -5.615 -1.811
C: -0.462 -4.290 -1.876
C: -0.106 -3.768 -0.513
N: 1.161 -4.276 0.002
C: 1.035 -5.543 0.730
C: 2.365 -6.163 1.081
O: 3.156 -6.329 -0.063
C: 4.306 -7.048 0.247
H: -2.119 -6.870 -2.829
H: -0.584 -6.423 -3.667
H: -1.959 -5.270 -3.535
H: -1.318 -3.664 -2.233
H: 0.295 -4.055 -2.644
H: -0.889 -4.112 0.179
H: -0.119 -2.677 -0.434
H: 1.738 -4.525 -0.799
H: 0.467 -6.282 0.132
H: 0.415 -5.494 1.636
H: 2.140 -7.137 1.539
H: 2.886 -5.569 1.848
H: 5.143 -6.764 -0.413
H: 4.197 -8.129 0.154
H: 4.820 -6.790 1.188
C: -4.592 4.663 2.466
O: -5.274 3.742 1.667
C: -4.440 3.057 0.756
C: -5.069 1.806 0.202
N: -5.429 0.928 1.341
C: -6.250 -0.230 1.016
C: -5.589 -1.242 0.084
O: -4.368 -1.635 0.622
C: -3.622 -2.591 -0.158
H: -5.348 5.218 3.011
H: -3.935 5.285 1.849
H: -3.990 4.140 3.234
H: -3.467 2.838 1.226
H: -4.223 3.737 -0.085
H: -4.268 1.319 -0.357
H: -5.935 2.026 -0.425
H: -5.618 1.421 2.201
H: -7.183 0.145 0.583
H: -6.511 -0.747 1.941
H: -5.607 -0.887 -0.953
H: -6.209 -2.146 0.122
H: -2.568 -2.394 0.049
H: -3.764 -2.441 -1.226
H: -3.838 -3.604 0.179
C: 3.008 2.380 0.543
O: 2.499 3.192 1.593
C: 3.153 2.957 2.818
C: 2.327 3.694 3.867
N: 0.911 3.378 3.666
C: 0.078 4.202 4.576
C: 0.106 3.643 5.986
O: -0.741 2.529 6.132
C: -0.628 1.920 7.417
H: 2.683 1.327 0.711
H: 4.100 2.309 0.582
H: 2.615 2.691 -0.415
H: 4.198 3.233 2.708
H: 3.040 1.858 2.977
H: 2.562 4.762 3.854
H: 2.655 3.327 4.844
H: 0.740 3.551 2.672
H: -0.956 4.130 4.230
H: 0.326 5.261 4.512
H: -0.212 4.502 6.610
H: 1.129 3.513 6.367
H: -0.657 2.651 8.226
H: 0.296 1.334 7.494
H: -1.488 1.268 7.547
C: -4.601 4.587 -2.852
O: -3.929 3.375 -3.092
C: -3.429 3.309 -4.393
C: -2.871 1.900 -4.617
N: -1.644 1.512 -3.894
C: -0.486 2.357 -3.979
C: -0.348 3.244 -2.738
O: 0.709 4.124 -2.844
C: 0.558 5.266 -2.109
H: -5.596 4.565 -3.329
H: -4.062 5.440 -3.277
H: -4.836 4.772 -1.804
H: -2.599 4.009 -4.594
H: -4.192 3.542 -5.142
H: -2.634 1.746 -5.680
H: -3.679 1.187 -4.430
H: -1.902 1.272 -2.941
H: -0.558 3.045 -4.831
H: 0.425 1.779 -4.139
H: -0.232 2.522 -1.909
H: -1.298 3.754 -2.546
H: 1.099 6.097 -2.564
H: 0.993 5.162 -1.098
H: -0.480 5.595 -1.971

Forces on the atoms, in the same order (eV/Å):
-1.229 0.169 -0.705
-0.409 1.160 -0.645
-1.395 -1.436 0.535
-0.025 0.379 -0.221
0.800 -0.060 1.287
0.654 0.136 -0.032
0.739 0.746 -0.375
1.154 -0.848 -0.603
-0.621 0.475 1.157
-0.021 -0.401 -1.437
0.579 -0.383 0.778
-0.140 0.976 0.621
-0.320 -0.270 -0.576
0.305 0.583 -0.559
0.541 -0.910 1.140
-1.713 0.731 -1.315
-0.112 0.117 -0.059
0.120 0.000 0.058
-0.183 0.102 0.218
-0.123 0.109 0.018
0.052 0.239 0.331
0.029 0.121 -0.167
-0.498 0.064 -0.469
-0.050 -0.069 0.089
-0.050 0.346 0.100
-0.009 -0.433 0.213
0.119 -0.193 0.249
0.128 -0.195 -0.084
0.230 -0.012 -0.038
0.189 -0.086 0.180
0.345 0.014 0.075
0.213 0.329 0.240
-0.093 -0.358 0.086
-1.206 1.784 -0.795
0.210 -0.781 0.987
0.310 -0.395 0.391
-0.864 -0.891 -0.612
-0.610 -0.012 0.728
-0.054 0.381 0.121
2.366 -0.091 -0.423
0.157 -0.246 0.035
-0.205 -0.114 -0.280
0.091 -0.041 -0.116
0.082 -0.233 0.120
0.352 -0.516 0.301
-0.018 0.072 -0.134
0.072 0.118 -0.520
0.212 0.417 0.129
0.320 0.142 -0.049
0.327 0.607 0.076
0.118 0.015 -0.019
0.120 0.051 -0.191
-0.664 -0.105 -0.527
-0.309 -0.026 0.206
-0.949 -0.047 0.386
0.252 -0.267 0.402
-0.483 -1.000 -0.233
0.347 1.109 -0.522
-0.028 -0.072 1.286
2.392 -0.762 -0.181
-0.494 0.316 0.414
-1.661 -0.463 0.346
1.448 0.314 -0.054
0.482 0.354 0.543
0.074 0.375 -0.177
-0.127 0.275 0.224
0.102 0.075 -0.241
-0.074 -0.222 0.109
0.126 -0.239 0.106
-0.315 -0.036 -0.482
0.002 -0.004 -0.063
-0.688 0.127 -0.272
-0.094 -0.403 -0.234
0.062 0.117 0.050
0.736 0.013 0.029
-0.413 0.233 -0.338
-0.153 -0.049 -0.037
-0.273 -0.112 -0.027
-0.317 -0.029 -0.257
0.007 -1.320 0.714
0.018 0.394 -0.598
-1.382 -0.455 -0.790
1.343 -0.495 0.196
0.109 -0.236 0.176
-0.639 -1.097 -0.659
0.403 2.554 0.562
0.444 -0.667 -0.786
-0.180 -0.295 0.341
-0.089 0.396 -0.129
-0.005 0.509 -0.321
0.065 0.348 -0.041
0.207 -0.008 0.584
0.541 0.065 0.373
-0.341 0.071 -0.206
-0.049 0.119 0.035
-0.244 0.257 0.224
-0.047 0.029 -0.004
0.318 -0.002 0.295
-0.453 -0.570 0.083
-0.052 -0.707 -0.273
0.084 0.140 -0.133
0.001 0.112 0.070
0.020 -0.053 -0.089
-1.026 0.407 -0.621
0.062 0.273 0.938
0.987 -0.721 -0.837
0.396 -0.085 -0.793
-1.389 -0.598 0.302
0.102 1.184 -0.207
-0.761 -1.561 0.146
0.374 -0.473 -0.954
0.459 1.582 1.430
0.222 0.031 -0.164
0.102 0.008 0.195
0.538 -0.300 0.137
-0.234 0.256 0.422
-0.189 -0.155 0.064
-0.185 0.413 0.086
0.254 -0.112 0.348
0.309 0.157 -0.044
-0.105 -0.293 -0.085
0.063 -0.070 0.117
0.208 0.371 0.270
-0.038 0.162 -0.191
0.024 -0.141 -0.223
-0.153 -0.094 -0.037
-0.070 -0.201 -0.219

Properties
Multiplicity: 1
Net charge: +2
Frontier orbital gap (eV): 5.14
ΔE to the lowest compared entry with this formula, charge and spin (kJ/mol): 0.00
Highest occupied orbital energy (eV): -12.1

***

In order of appearance, energy = -141874.701; -21825.580; -9943.362; -147788.236; -112904.605 eV.